1.
# C16H40BrN3

4 unconnected molecules or ions with the total composition C16H40BrN3 (wB97M-V/def2-TZVPD, OMol25).

Properties
LUMO level   -4.83 eV
HOMO energy   -13.9 eV
Kohn-Sham gap   9.10 eV
Net charge   +2

Geometry as XYZ:
```
60
Properties=species:S:1:pos:R:3:forces:R:3
N -2.790876 2.346171 -4.581522 -1.2 1.6 0.3
H -2.179995 1.591980 -4.302027 1.2 -1.7 0.1
H -3.728590 2.138076 -4.269307 -0.5 -0.4 -0.1
H -2.808636 2.643751 -5.546517 0.2 -0.3 -0.5
H -2.500553 3.123434 -4.005591 0.3 0.5 0.1
Br -0.970057 0.257925 -3.047751 0.0 0.3 0.2
C -3.399202 -3.398256 -1.812500 1.7 -0.1 1.3
C -2.356130 -2.601950 -0.834026 -2.3 -0.5 0.0
C -3.141035 -2.132184 0.436812 0.3 2.1 0.3
N -2.280189 -1.464187 1.550861 0.9 -0.9 0.2
C -1.442430 -0.244067 1.079476 -0.5 -1.0 0.4
C -1.302058 -2.549135 2.096413 -0.4 0.8 -0.2
C -1.321852 -2.435422 3.598726 0.7 -0.3 1.2
C -2.207660 -1.275290 4.024498 -0.7 0.6 -1.6
C -3.146094 -1.093653 2.797839 0.6 -0.1 0.0
H -2.960388 -3.773958 -2.736826 0.3 1.1 -0.3
H -4.305716 -2.817272 -1.982139 0.1 -0.2 0.0
H -3.570899 -4.388325 -1.390141 -0.7 0.3 0.7
H -2.018143 -1.690278 -1.326701 0.2 -0.2 -0.1
H -1.524566 -3.245290 -0.546426 0.0 0.0 -0.2
H -3.814891 -2.768356 1.010654 0.4 -0.8 -0.5
H -3.752243 -1.250422 0.244390 -0.4 -0.2 -0.9
H -0.848551 -0.429306 0.184434 -0.3 -0.7 0.0
H -0.752599 -0.054792 1.901919 -0.2 0.4 0.0
H -2.074353 0.605331 0.820053 -0.2 -0.1 0.4
H -0.330794 -2.362930 1.638079 -0.1 -0.2 0.0
H -1.663183 -3.558700 1.900278 -0.1 0.4 -0.9
H -0.321231 -2.268922 3.997644 0.0 -0.2 0.0
H -1.659476 -3.409345 3.953100 -0.1 0.3 0.5
H -1.602891 -0.372694 4.112158 -0.1 0.0 0.3
H -2.807369 -1.397581 4.926442 0.3 -0.2 0.0
H -3.562440 -0.090581 2.705110 0.2 0.0 -0.3
H -3.985951 -1.785605 2.860598 0.2 -0.2 -0.3
C 5.714473 1.393753 1.610979 -0.1 0.5 -0.2
C 4.645068 0.795235 0.673858 -0.1 0.1 -0.3
C 3.300859 1.606811 0.582891 0.7 -1.8 -1.2
N 2.310552 1.080030 -0.514264 -1.0 1.2 -1.2
C 2.082692 -0.413774 -0.539850 0.6 0.4 1.5
C 0.953859 1.859815 -0.291170 0.3 -1.2 -0.6
C 0.984177 3.224492 -1.117109 1.6 -1.8 1.0
C 2.036723 2.870932 -2.252229 -1.0 1.6 0.8
C 2.605303 1.508252 -1.952153 0.6 0.1 -0.4
H 5.319732 1.768126 2.555500 -0.1 0.0 0.0
H 6.222071 2.208292 1.094282 -0.3 0.3 0.1
H 6.551339 0.734853 1.842520 -0.4 -0.5 -0.1
H 4.378802 -0.218788 0.972123 0.0 0.0 0.3
H 5.138739 0.661221 -0.288662 -0.3 0.2 -0.3
H 3.371752 2.658052 0.303662 0.3 0.0 0.6
H 2.809592 1.384742 1.530232 -0.3 0.7 -0.1
H 1.871294 -0.627473 0.507895 -0.3 -0.5 0.0
H 2.998057 -0.951095 -0.787834 0.1 0.3 -0.1
H 1.289192 -0.755911 -1.204227 -0.1 0.6 0.0
H 0.267203 1.134458 -0.727586 -0.3 0.6 -0.5
H 0.775678 1.749209 0.778463 0.0 1.0 0.1
H -0.005744 3.493837 -1.485359 0.2 -0.2 0.1
H 1.386833 4.028863 -0.501512 -0.3 0.0 0.0
H 1.512516 2.977674 -3.201919 0.2 -0.7 -0.1
H 2.832583 3.613779 -2.305910 -0.1 0.1 0.3
H 2.093772 0.829020 -2.634115 0.3 -0.5 0.4
H 3.683924 1.537427 -2.106516 -0.1 -0.5 0.0
```
Positions in Å, forces in eV/Å.


2.
# C25H37Cl5F3IrN3OSb

A molecular structure, C25H37Cl5F3IrN3OSb (wB97M-V/def2-TZVPD, OMol25).

Properties
LUMO level (alpha / beta)   -5.52 / -8.55 eV
HOMO energy (alpha / beta)   -13.5 / -14.8 eV
Spin multiplicity   5
Kohn-Sham gap (alpha / beta)   7.99 / 6.25 eV
Net charge   +2

Geometry as XYZ:
```
76
Properties=species:S:1:pos:R:3:forces:R:3
Ir -0.429166 0.402273 -0.542196 0.0 -0.1 0.0
Cl 4.636380 0.096864 5.221352 0.0 0.0 0.0
C 3.729382 0.066620 3.811643 0.0 0.0 0.0
C 2.377565 0.521620 3.834596 0.0 0.0 0.0
Cl 1.699711 1.067024 5.295608 0.0 0.0 0.0
C 1.641457 0.511575 2.682375 0.0 0.0 0.0
Cl 0.010046 1.024110 2.668259 0.0 0.0 0.0
C 2.205028 0.051158 1.436720 0.0 0.0 0.0
O 1.564548 0.037872 0.360755 0.1 0.0 0.0
C 3.571993 -0.426753 1.456505 0.0 0.0 0.0
Cl 4.215743 -1.001714 -0.012277 0.0 0.0 0.0
C 4.313286 -0.415119 2.608389 0.0 0.0 0.0
Cl 5.921925 -0.969214 2.613618 0.0 0.0 0.0
C -4.087067 -1.877876 0.312631 0.0 0.0 0.0
C -2.814116 -2.536191 0.844572 0.0 0.0 0.0
C -3.020970 -4.017307 1.146927 0.0 0.0 0.0
Sb -1.190817 -2.133396 -0.510602 0.0 0.0 0.0
C -1.719161 -2.840223 -2.470379 0.0 0.0 0.0
C -2.434773 -1.740755 -3.249976 0.0 0.0 0.0
C -2.525742 -4.135852 -2.448304 0.0 0.0 0.0
C 0.497357 -3.290295 0.147836 0.0 0.0 0.0
C 0.642891 -3.175138 1.662587 0.0 0.0 0.0
C 0.448400 -4.737265 -0.330927 0.0 0.0 0.0
H -4.883645 -1.956016 1.055336 0.0 0.0 0.0
H -4.443253 -2.372796 -0.592582 0.0 0.0 0.0
H -3.949744 -0.818857 0.078926 0.0 0.0 0.0
H -2.498491 -2.024637 1.759403 0.0 0.0 0.0
H -3.333493 -4.570154 0.260964 0.0 0.0 0.0
H -3.811804 -4.124260 1.892741 0.0 0.0 0.0
H -2.127267 -4.495497 1.548526 0.0 0.0 0.0
H -0.738908 -3.022669 -2.918140 0.0 0.0 0.0
H -3.402384 -1.497786 -2.806467 0.0 0.0 0.0
H -2.620467 -2.069774 -4.274753 0.0 0.0 0.0
H -1.850212 -0.818957 -3.299487 0.0 0.0 0.0
H -3.520497 -3.980585 -2.027809 0.0 0.0 0.0
H -2.036856 -4.930417 -1.885388 0.0 0.0 0.0
H -2.661899 -4.493435 -3.471398 0.0 0.0 0.0
H 1.338086 -2.782963 -0.334209 0.0 0.0 0.0
H -0.159636 -3.696755 2.186893 0.0 0.0 0.0
H 0.636243 -2.136317 2.005184 0.0 0.0 0.0
H 1.584018 -3.629940 1.981883 0.0 0.0 0.0
H -0.399146 -5.278798 0.092950 0.0 0.0 0.0
H 1.356433 -5.257496 -0.016945 0.0 0.0 0.0
H 0.390119 -4.809538 -1.417618 0.0 0.0 0.0
F -4.868496 5.329049 1.697086 0.0 0.0 0.0
C -4.926012 4.869453 0.444831 0.0 0.0 0.0
F -6.121770 4.303144 0.262612 0.0 0.0 0.0
F -4.809462 5.897385 -0.392410 0.0 0.0 0.0
C -3.831579 3.843536 0.220213 0.0 0.0 0.0
C -3.810523 2.699191 1.005686 0.0 0.0 0.0
C -2.823739 1.765946 0.782950 0.0 0.0 0.0
N -1.880263 1.929160 -0.161138 0.0 0.1 0.0
C -1.904330 3.041561 -0.909751 0.0 0.0 0.0
C -2.863980 4.022085 -0.750522 0.0 0.0 0.0
H -4.553825 2.531316 1.772976 0.0 0.0 0.0
H -2.774054 0.851989 1.360252 0.0 0.0 0.0
H -1.128914 3.142501 -1.656891 0.0 0.0 0.0
H -2.850894 4.903122 -1.375537 0.0 0.0 0.0
C 2.703329 -2.503443 -3.582340 0.0 0.0 0.0
C 2.097456 -1.118883 -3.782435 0.0 0.0 0.0
C 1.147522 -1.127129 -4.973844 0.0 0.0 0.0
C 3.200228 -0.076398 -3.970499 0.0 0.0 0.0
N 1.311937 -0.879766 -2.537581 0.0 0.0 0.0
N 0.678795 0.410570 -2.474273 0.0 0.0 0.0
H 3.306371 -2.779191 -4.446384 0.0 0.0 0.0
H 1.921226 -3.253341 -3.454530 0.0 0.0 0.0
H 3.353216 -2.526818 -2.703582 0.0 0.0 0.0
H 1.686965 -1.421635 -5.873387 0.0 0.0 0.0
H 0.724148 -0.140154 -5.180142 0.0 0.0 0.0
H 0.333524 -1.837069 -4.818127 0.0 0.0 0.0
H 3.817480 -0.334414 -4.830631 0.0 0.0 0.0
H 3.853405 -0.031128 -3.095424 0.0 0.0 0.0
H 2.802997 0.922939 -4.166455 0.0 0.0 0.0
H 1.948560 -0.905866 -1.743277 0.0 0.0 0.0
H 0.026664 0.454874 -3.252689 0.0 0.0 0.0
H 1.351425 1.168644 -2.603878 0.0 0.0 0.0
```
Positions in Å, forces in eV/Å.


3.
# C4H6ClF

C4H6ClF in the gas phase (wB97M-V/def2-TZVPD, OMol25).

Properties
LUMO level   0.91 eV
HOMO energy   -10.3 eV
Kohn-Sham gap   11.24 eV
SMILES   C=C(CF)CCl

Geometry as XYZ:
```
12
Properties=species:S:1:pos:R:3:forces:R:3
C -0.679660 -1.121027 -0.489435 -2.1 0.2 -0.2
C -0.152662 0.244087 0.070617 0.4 -2.3 -0.2
C -0.785841 1.378164 -0.162262 -0.7 0.4 -0.9
C 1.257931 0.202943 0.765490 -2.5 -0.3 -1.1
H 0.016663 -1.575809 -1.176877 0.6 0.1 0.0
H -1.661111 -1.132807 -1.084048 1.3 1.1 0.8
H -1.800522 1.508668 -0.562651 0.4 -0.7 0.1
H -0.280407 2.316583 -0.164065 0.5 0.6 0.8
H 1.138751 -0.185871 1.784499 0.4 -0.2 -0.4
H 1.558489 1.223016 0.785927 0.7 0.7 0.2
F -0.972458 -2.092959 0.480951 0.6 0.3 0.4
Cl 2.360831 -0.764987 -0.248151 0.3 0.1 0.5
```
Positions in Å, forces in eV/Å.


4.
# C3H15NO4

5 unconnected molecules or ions with the total composition C3H15NO4 (wB97M-V/def2-TZVPD, OMol25).

Properties
LUMO level (alpha / beta)   3.61 / 3.43 eV
HOMO energy (alpha / beta)   0.8 / -5.2 eV
Spin multiplicity   2
Kohn-Sham gap (alpha / beta)   2.85 / 8.65 eV
Net charge   -1

Geometry as XYZ:
```
23
Properties=species:S:1:pos:R:3:forces:R:3
C 1.812024 2.333879 -0.347655 0.5 -0.8 -0.6
C 1.810881 0.909779 -0.922783 -1.6 3.1 -1.4
C 2.272136 -0.148513 -0.332508 1.8 -2.6 0.7
N 2.616987 -1.392610 -0.963247 -0.2 2.1 -0.5
H 0.775135 2.601136 -0.148765 0.0 0.1 0.8
H 2.524288 2.267203 0.512384 -0.9 0.9 -0.4
H 2.095318 3.125306 -1.116321 0.3 -1.2 0.9
H 1.242718 0.900902 -1.870867 0.8 -0.7 0.3
H 2.622201 -0.203046 0.734393 -0.2 0.7 -1.2
H 2.646711 -2.076200 -0.289256 0.1 -2.1 1.7
H 2.096626 -1.736355 -1.746654 -0.5 0.4 -0.4
H -0.610286 -1.725526 -0.569498 -1.2 0.1 -1.3
H -1.592642 -2.570078 -1.492128 0.5 1.1 0.3
O -1.230832 -1.646428 -1.374298 0.6 -1.0 1.1
H -0.606318 -1.087506 1.962244 0.4 -0.1 -0.4
H -1.856954 -1.474286 2.544533 0.5 -0.7 -0.5
O -1.089418 -1.909111 2.102276 -0.4 -0.2 0.8
H -3.202002 1.229378 -1.164948 0.8 4.8 -8.2
H -2.856031 -0.015756 -0.559296 1.5 -3.0 -1.0
O -3.252901 0.798719 -0.443463 -2.2 -2.1 8.7
H -1.520821 1.120412 2.129475 -1.1 -1.3 0.0
H -2.521198 0.343095 1.204223 0.5 0.4 1.7
O -2.175622 0.355603 2.152161 0.2 2.0 -1.2
```
Positions in Å, forces in eV/Å.


5.
# C4H5FO

C4H5FO in the gas phase (wB97M-V/def2-TZVPD, OMol25).

Properties
LUMO level   0.15 eV
HOMO energy   -9.6 eV
Kohn-Sham gap   9.75 eV
SMILES   CC(=O)/C=C\F

Geometry as XYZ:
```
11
Properties=species:S:1:pos:R:3:forces:R:3
C -1.710973 0.011160 0.050854 0.5 -0.9 -1.0
C -0.314518 0.681071 -0.063231 -4.5 -0.9 -0.4
C 0.659275 -0.346210 -0.182572 5.3 -0.3 1.1
C 2.024715 -0.176378 -0.048507 -2.5 -0.8 -0.2
H -1.946184 -0.629691 -0.852130 0.2 1.0 0.7
H -1.689136 -0.701791 0.847973 0.0 -0.5 0.8
H -2.474413 0.732183 0.257656 -0.4 0.4 -0.2
H 0.425034 -1.393401 0.008689 -0.5 0.3 -0.6
H 2.698717 -1.019829 0.026404 0.1 -0.1 0.0
O -0.325117 1.877867 -0.091004 1.8 1.1 0.0
F 2.652604 0.965018 0.045867 0.0 0.6 -0.2
```
Positions in Å, forces in eV/Å.


Total energy values, unit hartree, following the record order: -3371.3444 -4158.8402 -716.0220 -478.9097 -330.4672.
Strongest force on any atom values, unit hartree/bohr, following the record order: 0.050 0.001 0.053 0.185 0.106.
ΔE to the lowest compared entry with this formula, charge and spin values, unit kcal/mol, following the record order: 0.0 0.0 18.2 45.5 12.9.